No. 1
Below is a molecular structure, C3H8OS, with properties calculated with ωB97M-V with the def2-TZVPD basis set.

relative energy (zero: lowest compared OMol25 entry of this formula, charge and spin)	62.13	kcal per mole
HOMO-LUMO gap	9.507	eV

```
13
Properties=species:S:1:pos:R:3:forces:R:3
C -0.838010 -1.105029 1.260358 3.4487 -1.9105 3.6814
C 0.012484 0.645456 -0.480959 -1.1698 2.0465 0.0687
C 2.343645 0.796172 -0.367410 -0.3621 3.1111 -0.2458
H -1.552210 -1.649583 1.952352 0.4741 0.8572 -1.0997
H 0.024214 -1.946788 1.013742 -2.2871 2.2118 0.1391
H -0.262076 -0.324845 1.949994 -1.0750 -1.5911 -1.1360
H -0.042576 1.269783 0.467022 1.0961 0.1150 -1.3599
H -0.244666 1.261134 -1.445045 0.5559 -0.8764 1.7880
H 3.317447 0.239435 -0.168687 -1.6693 0.5831 0.0665
H 2.087891 1.807851 0.478926 0.9270 -3.3610 -2.3641
H 2.342994 1.222626 -1.403840 1.3335 0.7691 1.0224
O 1.230199 -0.035155 -0.590803 -1.2229 -1.3640 1.5639
S -1.538833 -0.226123 -0.036873 -0.0492 -0.5909 -2.1244
```
Forces are in eV/Å.

No. 2
Below is 2 unconnected molecules or ions with the total composition C2ClN5, with properties calculated with ωB97M-V with the def2-TZVPD basis set.

relative energy (zero: lowest compared OMol25 entry of this formula, charge and spin)	8.56	kcal per mole
HOMO-LUMO gap	10.753	eV

```
8
Properties=species:S:1:pos:R:3:forces:R:3
C -1.339457 -0.706448 -0.866520 -1.0689 -0.2592 0.1404
C 2.031907 -0.709808 1.391605 -0.1120 0.1426 -0.2431
N -1.741202 -1.780000 -0.792460 -0.1353 -0.6135 0.1333
N 1.606924 -0.227829 0.443523 -0.0952 0.2117 -0.3785
N -0.820430 0.465662 -1.012165 2.2063 -1.0509 -0.7047
N -1.238314 2.722331 -0.933695 -0.1830 0.0009 -0.0159
N -1.133154 1.608236 -0.958154 -0.9246 1.9452 0.3657
Cl 2.633725 -1.372143 2.727864 0.3126 -0.3768 0.7027
```
Forces are in eV/Å.

no.,strongest force on any atom (Eh/bohr),LUMO (Ha)
1,0.1049,0.0348
2,0.0495,0.0138